1.
DFT (wB97M-V/def2-TZVPD) results for C38H43BCl2N14O2RbSSi as an isolated structure.

Last column: Mulliken spin population.
Positions of all 103 atoms, in Å:
Rb  -0.243  -0.303  0.093  0.0068
C  7.227  -1.137  -0.183  0.0000
C  6.383  -1.154  1.090  0.0000
N  5.309  -0.187  1.097  -0.0001
C  4.187  -0.378  0.269  -0.0002
S  3.278  1.045  -0.067  0.0011
N  4.007  -1.589  -0.155  0.0000
N  2.789  -1.844  -0.782  0.0002
C  2.898  -2.061  -2.035  -0.0008
C  4.177  -1.844  -2.797  -0.0002
C  1.698  -2.583  -2.746  0.0006
C  1.391  -2.177  -4.047  -0.0014
C  0.274  -2.693  -4.679  -0.0004
C  -0.500  -3.624  -4.007  -0.0001
C  -0.114  -3.973  -2.720  0.0000
N  0.950  -3.483  -2.102  -0.0001
H  7.999  -1.913  -0.163  0.0000
H  7.721  -0.171  -0.315  0.0000
H  6.585  -1.313  -1.047  0.0000
H  7.015  -0.974  1.967  0.0000
H  5.934  -2.140  1.210  0.0000
H  5.582  0.782  1.082  0.0001
H  4.582  -0.859  -2.554  0.0000
H  4.036  -1.927  -3.873  0.0000
H  4.922  -2.582  -2.486  0.0000
H  2.011  -1.446  -4.547  0.0017
H  0.004  -2.361  -5.674  0.0001
H  -1.393  -4.051  -4.445  0.0000
H  -0.696  -4.695  -2.156  0.0000
C  0.549  3.986  2.854  -0.0033
C  0.184  3.198  1.750  0.0012
N  -0.340  2.047  2.136  0.0143
N  -0.314  2.058  3.482  -0.0009
C  0.219  3.207  3.941  0.0004
B  -0.651  0.781  4.260  -0.0020
N  -2.030  0.194  3.881  -0.0004
C  -3.198  0.179  4.558  0.0001
C  -4.113  -0.534  3.813  -0.0001
C  -3.392  -0.922  2.671  -0.0001
N  -2.148  -0.479  2.718  -0.0001
N  0.420  -0.263  3.959  0.0001
C  0.338  -1.609  4.051  0.0001
C  1.566  -2.128  3.709  0.0000
C  2.350  -0.993  3.416  0.0000
N  1.657  0.119  3.582  0.0000
N  -0.594  1.118  5.781  0.0000
C  0.453  0.862  6.589  0.0000
C  0.230  1.495  7.794  0.0000
C  -1.006  2.135  7.611  0.0000
N  -1.492  1.913  6.398  0.0000
H  1.017  4.957  2.859  -0.0001
H  0.301  3.398  0.695  -0.0011
H  0.335  3.376  5.000  -0.0003
H  -3.280  0.685  5.504  0.0000
H  -5.142  -0.738  4.059  0.0000
H  -3.712  -1.506  1.821  0.0000
H  -0.594  -2.089  4.303  0.0000
H  1.840  -3.166  3.629  0.0000
H  3.370  -0.932  3.065  0.0000
H  1.277  0.262  6.237  0.0000
H  0.865  1.492  8.664  0.0000
H  -1.565  2.745  8.305  0.0000
Cl  -6.349  -3.430  -4.370  0.0000
C  -4.913  -2.699  -3.677  -0.0002
C  -4.274  -1.662  -4.371  0.0007
C  -3.155  -1.086  -3.843  -0.0012
Cl  -2.365  0.196  -4.720  0.0012
C  -2.545  -1.485  -2.585  -0.0009
O  -1.503  -0.961  -2.165  0.0014
C  -3.272  -2.543  -1.913  -0.0020
C  -2.848  -3.076  -0.626  0.0000
O  -1.898  -2.746  0.052  -0.0001
C  -4.419  -3.121  -2.471  0.0012
H  -4.665  -1.320  -5.320  0.0000
H  -3.516  -3.896  -0.263  0.0001
H  -4.918  -3.917  -1.927  0.0001
C  1.967  1.433  -3.320  -0.0035
C  0.808  2.347  -3.082  -0.0622
C  0.499  3.375  -4.010  0.2703
C  -0.611  4.170  -3.813  -0.0992
C  -1.407  3.927  -2.709  0.2387
C  -1.069  2.868  -1.817  -0.0678
N  0.071  2.130  -2.023  0.1504
N  -1.805  2.525  -0.782  0.5132
Si  -3.229  3.267  -0.084  -0.0357
C  -3.782  2.260  1.365  0.0016
C  -2.793  5.007  0.480  0.0226
C  -4.601  3.304  -1.379  0.0230
H  2.692  1.865  -4.012  -0.0048
H  1.579  0.506  -3.749  -0.0061
H  2.454  1.175  -2.374  0.0012
H  1.147  3.523  -4.866  0.0131
H  -0.856  4.963  -4.510  -0.0030
H  -2.297  4.509  -2.518  0.0310
H  -2.962  2.115  2.073  -0.0002
H  -4.102  1.265  1.052  0.0026
H  -4.618  2.738  1.883  0.0006
H  -2.018  4.969  1.248  -0.0002
H  -3.680  5.477  0.917  0.0005
H  -2.436  5.640  -0.334  -0.0010
H  -4.717  2.325  -1.848  -0.0002
H  -4.413  4.031  -2.171  0.0002
H  -5.550  3.563  -0.900  -0.0005

Forces on atoms 1 to 2 (eV/Å):
0.460 0.173 0.433
0.005 0.013 -0.064

The net charge is -2. For the energy relative to the best compared isomer or geometry (same formula, charge and spin), the calculation gives 0.120 eV. Its multiplicity is 2. Its strongest force on any atom is 0.66 eV/A. The HOMO-LUMO gap (alpha / beta) comes out at 5.72 / 4.57 eV.


2.
DFT (wB97M-V/def2-TZVPD) results for C4H11N2 as an isolated structure.

Last column: Mulliken charge in e.
Positions of all 17 atoms, in Å:
C  0.225  -0.657  1.749  -0.3846
C  0.676  -0.236  -0.194  0.1827
C  0.920  -0.535  -1.595  -1.2484
C  -1.731  -0.698  0.193  -0.8302
N  1.205  -0.806  0.859  0.0398
N  -0.559  0.031  0.677  0.1613
H  0.434  3.313  -1.252  0.2865
H  0.345  0.001  2.662  0.2495
H  0.597  2.503  -1.326  -0.2821
H  1.881  -0.299  -2.000  0.3411
H  0.131  -0.154  -2.248  0.3512
H  0.763  -1.602  -1.626  0.4275
H  -1.507  -1.731  -0.150  0.3316
H  -2.408  -0.798  1.123  0.3424
H  -2.393  -0.221  -0.600  0.3387
H  1.966  -1.500  0.885  0.2740
H  -0.814  1.022  0.986  0.4191

Forces on atoms 1 to 2 (eV/Å):
-1.897 0.942 2.773
0.059 1.036 1.336

The net charge is +1. For the energy relative to the best compared isomer or geometry (same formula, charge and spin), the calculation gives 6.159 eV. Its strongest force on any atom is 3.71 eV/A. The HOMO-LUMO gap (alpha / beta) comes out at 8.33 / 8.33 eV.


Q: Among the records above, which one has the lowest energy relative to the best compared isomer or geometry (same formula, charge and spin)?
A: C38H43BCl2N14O2RbSSi


Q: Which value of strongest force on any atom does entry 1 give?
A: 0.66 eV/A


Q: Number 2 is which compound?
A: C4H11N2


Q: Look up the strongest force on any atom of the first one.
A: 0.66 eV/A